1.
12 unconnected molecules or ions with the total composition C48H73BrO25S, computed with wB97M-V/def2-TZVPD.

Properties
- SMILES: O=S1(=O)CCC[C@@H](Br)O1.O=C1CCCO1.O=C1CCCO1.O=C1CCCO1.O=C1CCCO1.O=C1CCCO1.O=C1CCCO1.O=C1CCCO1.O=C1CCCO1.O=C1CCCO1.O=C1CCCO1.O=C1CCCO1

CARTESIAN COORDINATES (ANGSTROEM)
H 0.138 2.203 -2.783
C -7.540 -4.377 -4.120
C -9.873 3.140 -5.712
O -0.009 -4.287 3.918
C 4.896 1.874 5.563
C -1.216 -3.366 5.704
H -1.196 -1.225 10.857
H -0.819 -6.178 4.008
O 4.172 -1.271 7.022
H -2.190 -1.543 -1.009
C 4.180 -0.170 6.554
O 11.310 5.761 1.422
Br -8.735 -1.422 -3.014
C 0.734 -0.871 -2.690
H 4.294 3.659 -0.830
H -7.251 2.556 -4.761
H 5.227 2.481 -8.800
H -3.890 -2.002 -0.804
H 4.975 2.431 4.632
H -0.991 -5.433 6.284
H 3.439 2.868 6.872
C -8.694 -3.671 -4.823
H 8.818 4.817 5.020
C 1.008 -1.120 8.394
H 2.395 1.424 -2.693
H -8.191 2.553 -7.024
H 5.437 2.378 -7.052
O 3.374 0.814 7.017
O -7.332 -1.757 -5.455
C -0.817 -6.058 -2.806
O -0.106 0.175 -2.552
O 9.198 5.113 1.761
H 5.666 2.240 6.244
C -3.132 0.945 0.002
O -4.989 -2.092 -5.994
C 1.837 1.046 -3.551
H -3.179 -0.513 -2.984
O -1.870 0.658 9.009
C 0.018 1.199 1.802
H 5.885 0.073 -7.546
H -7.734 -5.438 -3.997
H 1.153 -1.300 2.556
S -5.938 -2.396 -4.975
H 2.221 1.520 -4.451
O 5.107 5.051 3.346
C 1.645 -0.331 2.583
H 0.128 -5.800 -2.323
C 1.900 -0.479 -3.573
H -6.473 -4.423 -6.005
H -9.513 4.170 -5.717
H 0.874 -2.788 9.810
C -10.052 2.711 -4.266
H -0.876 0.606 1.604
C -3.207 -1.163 -0.900
C -3.067 1.123 -1.500
H -1.290 -3.263 -2.555
H 4.766 0.063 -8.924
O -5.672 -2.004 -3.632
C 9.258 4.579 4.054
C -1.235 -5.020 -3.841
H 1.319 1.606 3.474
H 0.063 0.436 3.881
O -1.854 -6.037 -1.808
C -8.822 2.159 -6.231
C 1.056 0.895 0.739
H -9.675 -3.960 -4.460
H -2.789 -3.501 -3.493
H 5.693 5.164 0.542
H -1.473 -2.163 9.376
C -0.046 -3.229 4.753
H -5.391 -4.622 -4.611
H 10.426 6.430 4.074
C 3.376 2.218 -7.657
H -0.243 2.252 1.779
H 2.563 -0.424 3.157
H 4.588 -0.001 4.475
C 4.948 0.468 -7.927
O 2.948 1.093 -6.868
O -3.037 1.781 0.855
H 5.603 2.230 0.667
H 0.822 -1.806 7.565
H -1.923 -5.470 -4.559
C 0.350 1.291 -3.337
O 3.601 -1.018 -6.533
H 7.652 4.076 2.653
C 4.865 1.994 -7.897
H 2.826 -0.882 -3.175
H -2.634 -5.063 5.760
C 10.439 5.460 2.180
H -9.344 -1.700 -5.359
C -0.848 -1.399 9.843
C -3.591 -0.212 -2.023
H 3.157 3.128 -7.104
H -0.211 1.300 -4.275
H 9.512 3.519 4.049
O 0.130 0.016 8.246
C 3.527 2.004 6.219
H -10.821 3.091 -6.241
C 4.068 3.727 0.231
H 3.956 1.702 1.060
C 3.798 0.048 -7.032
H -0.747 -7.067 -3.204
C -1.583 -4.845 5.582
O -9.012 1.926 -3.896
O 1.102 1.310 -0.388
H -3.655 1.983 -1.811
O 4.791 3.064 2.374
H -7.622 0.835 -4.951
C -2.507 -4.851 -1.838
H 7.741 5.797 3.056
H 2.983 3.765 0.342
H -4.675 -0.173 -2.123
H -2.019 -2.713 5.360
C -8.542 -2.169 -4.801
H -9.311 1.258 -6.606
O -10.939 2.995 -3.519
H 11.427 4.965 4.026
C 4.706 4.923 0.943
H -0.916 -3.077 6.708
C 8.328 4.894 2.888
O -3.354 -4.568 -1.042
H 2.716 2.029 5.489
H -7.359 -3.940 -3.139
H 1.734 -0.885 -4.573
C -1.140 -5.150 4.153
O 0.739 -2.328 4.692
C 5.023 0.358 5.409
O 0.523 -1.935 -2.181
H -1.910 -4.912 3.418
O -3.258 -0.367 0.304
C 10.492 5.408 3.698
H 2.801 2.222 -8.586
C 4.627 2.557 1.031
C -1.974 -4.002 -2.973
H 1.184 -1.213 10.539
O 1.989 0.054 1.230
C -8.047 1.835 -4.958
H 6.042 -0.008 5.492
H -0.393 -4.607 -4.392
C 0.641 -1.727 9.745
C 4.885 4.411 2.359
H 4.087 5.815 0.941
H -2.020 1.276 -1.758
C 0.726 0.773 3.088
H -8.638 -3.946 -5.881
H 2.035 -0.786 8.342
C -6.289 -4.130 -4.973
C -0.967 -0.126 9.020

=====

2.
A molecular structure, C48H74AlBrCaClCsF4N2O10S, computed with wB97M-V/def2-TZVPD.

CARTESIAN COORDINATES (ANGSTROEM)
H -1.565 2.789 0.646
F -9.443 -3.531 -3.572
H 4.934 -3.727 -10.477
C 6.399 2.076 -0.241
C 5.997 2.529 2.080
C -5.980 -4.419 -2.131
H -2.633 8.752 6.613
Al -8.843 -3.185 -5.122
H 5.523 -1.737 -2.657
C 4.473 3.440 0.342
O -5.593 -3.287 2.477
H 6.354 -0.284 -0.367
S 4.964 3.002 -2.386
Cs 8.199 3.142 5.988
H -2.756 4.864 0.923
C 7.193 -3.859 -3.482
C -8.196 -7.559 2.688
H 10.288 -2.237 -2.859
H 4.579 -1.769 -7.168
C -4.449 9.704 8.639
H -2.186 1.047 5.822
H -8.059 -6.707 -6.605
H -8.339 -7.947 0.586
H -3.383 5.672 8.293
H 6.139 -0.552 -3.872
H 4.732 2.851 4.772
C 4.857 3.264 1.654
C 0.252 4.673 0.501
H 8.164 -0.120 -0.165
H 8.475 -2.151 -0.696
H -4.447 -1.418 -1.885
H 2.576 2.670 -1.179
Ca -2.370 -0.575 4.547
C 5.290 2.826 -0.645
H 6.073 -3.294 -9.188
C -2.502 4.106 4.321
H -1.407 4.037 4.360
H 9.833 -3.349 -4.182
O -3.829 7.063 6.881
H 0.715 2.533 0.188
O 3.235 4.348 3.196
H -2.260 7.339 5.571
H -4.835 -1.860 0.521
O 5.125 -5.144 -9.029
H 0.114 3.385 -1.215
H -9.410 -5.809 -0.059
H 6.291 -3.975 -2.807
C -5.795 -3.752 0.178
C -6.951 -5.872 -0.419
H -6.600 -4.920 4.095
O -10.319 -5.606 -0.291
H -4.953 9.233 7.793
C -2.846 4.115 1.726
C -3.050 4.859 3.080
H 2.824 4.596 1.017
C -6.977 -5.580 3.325
H 8.809 -4.061 -2.093
C -5.338 -3.269 -2.520
C -7.955 -7.286 1.352
C -4.940 -2.330 -1.573
C 6.754 1.923 1.112
H -3.715 3.498 1.453
H -0.980 2.050 4.894
C -1.561 3.257 1.642
Br 4.329 -3.750 -2.143
H -1.552 2.421 2.356
H 5.140 4.330 -2.596
C -1.980 1.597 4.832
C -6.007 -4.044 1.619
H -2.086 6.840 7.990
H 3.826 -3.254 -7.782
H -1.928 0.907 3.920
H -3.711 8.320 5.280
C 4.246 3.746 2.932
C 0.787 3.489 -0.350
H 3.698 -2.831 -6.049
H -0.383 4.867 2.628
C -6.744 -5.290 1.990
F -7.118 -3.124 -5.057
H -2.610 5.859 2.979
H 4.391 -5.176 -6.434
C -3.684 7.553 9.257
C 4.347 -2.808 -6.931
C -3.170 6.728 8.094
H 6.978 -5.239 -8.090
H 6.970 -3.279 -4.386
H -7.884 -6.934 4.717
H -8.296 -5.507 -5.461
H 5.874 -6.598 -7.823
C -3.057 7.916 6.052
H -4.137 4.964 3.221
C 8.341 -3.216 -2.625
O 7.185 1.475 -1.163
O 7.064 2.033 4.248
C -5.159 -2.578 -0.220
H 6.041 -5.254 -5.799
C 7.780 -2.250 -1.556
H 7.634 1.362 1.417
H 9.057 -1.751 -4.088
C 6.194 2.544 3.560
H 2.184 4.202 -1.891
H -3.197 7.208 10.174
C 9.452 -2.582 -3.491
H 8.261 -0.398 -2.708
C 5.428 -4.887 -6.627
C -3.079 2.667 4.498
H -3.664 2.335 3.632
H -8.771 -8.433 2.964
F -9.459 -1.700 -5.677
H -5.154 -3.112 -3.574
H -7.192 -6.765 -5.164
H -3.741 2.677 5.374
O -3.357 8.926 9.105
C -7.700 -6.713 3.673
C 7.457 -0.811 -2.087
H 0.979 5.475 0.670
C -0.268 4.098 1.853
N -7.601 -6.143 -5.892
O 5.565 -3.474 -6.648
C 3.246 4.295 0.057
H -5.168 9.863 9.450
C 7.299 0.050 -0.820
H 5.451 -0.028 -2.324
C 6.076 -0.804 -2.805
O -7.345 -6.632 -1.312
H 6.525 -4.517 -10.412
H -4.763 7.421 9.379
H -6.862 -5.586 -6.320
H -6.285 -5.142 -2.872
H -2.810 4.680 5.208
C -7.221 -6.156 0.999
Cl -6.651 -7.715 -3.020
H 6.863 -2.689 -1.132
C 5.932 -5.509 -7.914
H -4.061 10.671 8.322
C 2.211 3.676 -0.930
H 7.531 -4.877 -3.742
C 5.703 -4.114 -9.809
H 0.482 3.387 2.243
H -0.633 5.151 0.050
F -9.268 -4.472 -6.201
C -6.230 -4.656 -0.789
H 3.626 5.222 -0.412
N 5.135 3.372 3.994

=====

3.
A molecular structure, C48H74AsF6N10O4, computed with wB97M-V/def2-TZVPD.

Properties
- Net charge: +9

CARTESIAN COORDINATES (ANGSTROEM)
H -0.718 -7.134 -2.360
H 0.700 6.887 1.088
C -8.625 -3.298 2.801
H 9.677 -2.402 -3.407
H -14.128 -1.378 0.009
H -5.680 -2.549 3.470
C -6.204 -3.345 2.940
F -0.652 -2.570 -0.642
H 0.858 11.029 -0.304
H -5.111 -2.742 -4.608
C -11.029 -0.640 1.332
H 2.856 -8.045 -2.507
H -1.131 8.133 -3.160
H 6.516 2.767 -1.914
H 4.342 -2.170 2.894
C 3.873 11.743 3.066
C 7.847 4.380 -1.367
H -6.380 -4.141 3.664
F 1.441 -1.112 -0.699
H -1.668 -2.108 -6.801
C 1.462 -7.630 -1.077
C 0.704 8.376 -0.390
C 2.329 -8.607 -1.737
H -2.998 6.366 -2.209
C 1.726 -2.169 5.797
H -1.650 -6.819 -0.820
C 0.891 0.025 5.107
H 0.698 0.389 6.116
H 6.445 4.054 -2.888
C -12.249 1.315 0.328
H 0.133 -9.061 -0.624
H 5.260 2.477 -0.004
N -7.444 -2.751 2.396
H 4.717 11.139 3.400
H 8.065 -3.750 -4.403
H -2.593 0.568 -5.951
C -12.214 -1.369 1.081
C 7.400 -7.622 3.762
C 1.508 9.239 0.504
N 3.036 10.877 2.238
C 3.635 -2.122 3.709
C 5.469 -6.202 3.008
H 2.333 12.539 1.254
H -8.790 -4.241 3.300
F 0.101 0.987 -0.771
H 2.525 -4.178 6.176
O 1.774 -6.498 -0.874
C -1.066 -7.529 -1.405
C -7.315 -1.610 1.675
C 5.589 -2.669 -4.351
N 6.532 3.777 -1.921
H 5.069 3.878 1.012
O 5.010 5.525 -1.164
C -3.580 -1.974 -5.936
H 3.755 3.430 -0.147
H -2.262 4.970 -1.695
N -13.367 0.522 0.089
H 8.700 3.845 -1.783
C 0.340 7.129 0.099
C 6.286 -5.964 5.279
F -0.224 -0.909 -2.487
H 4.175 12.655 2.551
H 3.940 -4.658 2.560
C 5.373 4.357 -1.042
C 9.433 -2.203 -4.450
C -4.073 -2.428 -4.504
H -1.866 5.452 -3.374
H 7.679 5.425 -1.629
N 0.098 -8.053 -0.565
N -0.964 6.611 -1.719
C -0.616 7.777 -2.280
C -2.006 -0.068 -6.613
H -12.414 2.338 0.023
As -0.332 -0.785 -0.724
N -2.136 -1.580 -6.078
C 3.058 9.558 2.423
C 2.324 11.459 1.263
H 1.940 -9.470 -2.277
H -1.720 -8.345 -1.713
H 5.612 -6.774 2.103
C -2.074 5.809 -2.365
H -5.481 -3.742 2.228
C 2.824 -1.041 4.011
H -0.963 5.308 -0.144
H 2.841 -0.149 3.402
H -14.817 1.992 -0.067
F -2.105 -0.353 -0.974
C 6.895 -1.921 -4.525
H 8.052 -7.370 2.926
F -0.624 -0.857 1.118
N 1.898 -1.058 5.022
H -8.257 -0.061 0.764
H 5.479 -4.429 6.536
H 10.130 -2.673 -5.143
H 0.925 -2.070 6.514
C -8.496 -0.967 1.301
H -2.567 -0.072 -7.547
H 5.758 -3.363 -3.528
C -13.332 -0.788 0.437
H -10.199 1.418 0.929
C 4.722 -4.990 3.226
C 5.421 -4.880 5.556
C 4.830 3.478 0.026
H 6.720 -6.526 6.093
H 6.910 -8.586 3.619
O -4.349 -1.963 -6.893
H -10.710 -2.956 2.859
C 2.316 8.677 1.538
C -0.579 6.249 -0.507
C -14.521 1.111 -0.636
H 8.086 4.280 -0.308
C 2.566 -3.290 5.562
C 0.281 8.611 -1.663
H 3.174 12.073 3.834
H 4.883 -1.893 -4.054
H -15.336 0.388 -0.686
C -9.730 -1.408 1.678
H 9.401 -1.120 -4.570
H 3.174 -8.972 -1.153
H 7.978 -7.772 4.674
H 2.437 7.608 1.622
H -12.278 -2.439 1.212
H -1.549 -1.599 -5.257
N 6.360 -6.551 4.016
N 8.075 -2.846 -4.852
H 3.730 9.140 3.157
H 8.157 -3.013 -5.845
C -11.044 0.748 0.870
H 0.417 9.588 -2.103
H 1.280 0.902 4.589
C 1.560 10.653 0.426
H -14.219 1.372 -1.650
H 0.140 -7.849 0.423
C 4.681 -4.306 4.464
H -6.313 -1.284 1.437
H -3.576 -3.171 -3.880
H -0.951 0.190 -6.519
H 5.377 -3.221 -5.266
H -0.006 -0.293 4.575
C -9.787 -2.575 2.447
C 3.635 -3.247 4.592
H -4.251 -1.534 -3.907
O 6.971 -0.716 -4.786

=====

Respective strongest force on any atom values: 0.0145; 0.1223; 0.0886 Eh/bohr.
Respective frontier orbital gap values: 9.92; 1.35; 7.67 eV.